A cluster of 3 separate species, C4H16NO2 in total at a distorted geometry, computed with ωB97M-V with the def2-TZVPD basis set.

Its total charge is +1. For the orbital gap, the calculation gives 11.21 eV. As for the highest occupied orbital energy: -14.6 eV. The LUMO energy is -3.36 eV. The value obtained for the relative energy (zero: lowest compared OMol25 entry of this formula, charge and spin) is 47.3 kcal per mole.

Last column: Löwdin charge in e.
CARTESIAN COORDINATES (ANGSTROEM)
1 C 0.53 0.43 0.42  -0.14
2 C -0.25 -0.58 1.22  -0.41
3 C 0.65 -1.32 2.28  -0.08
4 C -1.34 0.06 2.15  -0.06
5 N -0.18 0.62 -0.89  0.16
6 H 0.57 1.39 0.95  0.15
7 H 1.56 0.09 0.42  0.14
8 H -0.67 -1.42 0.63  0.13
9 H 0.96 -0.57 3.03  0.09
10 H 0.32 -2.19 2.85  0.09
11 H 1.55 -1.76 1.82  0.08
12 H -2.01 0.59 1.52  0.05
13 H -0.87 0.73 2.87  0.09
14 H -1.90 -0.78 2.56  0.09
15 H 0.30 1.04 -1.74  0.14
16 H 0.04 -0.28 -1.39  0.12
17 H -1.15 0.87 -0.78  0.17
18 H -0.55 -2.71 -2.35  0.08
19 H 0.71 -2.26 -2.66  0.07
20 O 0.10 -2.13 -1.92  -0.05
21 H 0.77 2.36 -2.91  0.07
22 H 0.42 3.71 -2.35  0.08
23 O 0.36 2.77 -2.13  -0.05



A cluster of 3 separate species, C4H16NO2S in total at a distorted geometry, computed with ωB97M-V with the def2-TZVPD basis set.

Its total charge is +1. For the orbital gap, the calculation gives 8.81 eV. As for the highest occupied orbital energy: -11.8 eV. The LUMO energy is -3.02 eV. The value obtained for the relative energy (zero: lowest compared OMol25 entry of this formula, charge and spin) is 45.9 kcal per mole.

Last column: Löwdin charge in e.
CARTESIAN COORDINATES (ANGSTROEM)
1 C -1.40 0.83 0.69  -0.17
2 C -1.29 0.52 -0.74  -0.23
3 C 0.08 0.95 -1.49  -0.49
4 S 1.31 1.61 -0.39  0.79
5 C 2.15 2.88 -1.36  -0.42
6 N -0.88 -0.46 1.45  0.20
7 H -0.83 1.74 1.02  0.10
8 H -2.43 1.18 1.01  0.15
9 H -2.03 1.19 -1.16  0.11
10 H -1.57 -0.53 -1.04  0.13
11 H -0.22 1.58 -2.39  0.10
12 H 0.45 0.06 -2.01  0.06
13 H 3.16 2.48 -1.84  0.08
14 H 2.29 3.83 -0.72  0.06
15 H 1.41 3.16 -2.15  0.04
16 H -1.27 -1.34 1.08  0.09
17 H 0.14 -0.52 1.38  0.13
18 H -1.01 -0.64 2.37  0.12
19 H 1.91 -2.48 2.01  0.08
20 H 1.34 -3.74 1.44  0.11
21 O 1.28 -2.76 1.33  -0.04
22 H -0.28 -3.08 0.93  -0.10
23 H -1.20 -3.46 -0.12  0.08
24 O -1.12 -2.99 0.70  0.02



A cluster of 4 separate species, C4H16NO5 in total at a distorted geometry, computed with ωB97M-V with the def2-TZVPD basis set.

Its total charge is +2. For the orbital gap (alpha / beta), the calculation gives 10.68 / 5.57 eV. The expectation value of S² is 0.7555. As for the highest occupied orbital energy (alpha / beta): -19.1 / -19.1 eV. The LUMO energy (alpha / beta) is -8.46 / -13.55 eV. The spin multiplicity is 2. The value obtained for the relative energy (zero: lowest compared OMol25 entry of this formula, charge and spin) is 6.9 kcal per mole.

Last column: Löwdin charge in e.
CARTESIAN COORDINATES (ANGSTROEM)
1 C -1.91 0.89 -1.38  -0.02
2 C -0.57 1.38 -0.89  -0.27
3 C 0.60 0.63 -1.52  0.00
4 C 0.51 -0.87 -1.62  -0.34
5 O 0.46 -1.31 -2.84  0.28
6 O 0.49 -1.72 -0.73  0.41
7 N -0.55 1.27 0.61  0.16
8 H -2.78 1.22 -0.81  0.11
9 H -2.14 1.25 -2.39  0.11
10 H -2.06 -0.20 -1.49  0.10
11 H -0.41 2.46 -1.07  0.18
12 H 0.75 0.95 -2.54  0.16
13 H 1.54 0.89 -1.00  0.15
14 H 0.37 -2.29 -2.94  0.21
15 H 0.38 1.27 1.08  0.07
16 H -1.05 2.08 0.99  0.18
17 H -1.01 0.46 1.10  0.11
18 H 1.61 -0.26 1.42  0.05
19 H 2.04 1.25 1.53  0.13
20 O 1.67 0.59 0.94  -0.03
21 H 2.32 -2.12 2.57  0.11
22 H 1.20 -2.62 1.65  0.09
23 O 1.44 -1.89 2.26  -0.03
24 H -1.65 -1.50 2.17  0.09
25 H -0.19 -1.07 2.55  0.02
26 O -1.07 -0.75 2.34  -0.02



A cluster of 5 separate species, C4H16NO7 in total at a distorted geometry, computed with ωB97M-V with the def2-TZVPD basis set.

Its total charge is -1. For the orbital gap, the calculation gives 9.04 eV. As for the highest occupied orbital energy: -5.8 eV. The LUMO energy is 3.20 eV. The value obtained for the relative energy (zero: lowest compared OMol25 entry of this formula, charge and spin) is 0.0 kcal per mole.

Last column: Löwdin charge in e.
CARTESIAN COORDINATES (ANGSTROEM)
1 C 0.32 -2.19 -1.44  -0.07
2 C 0.77 -1.83 -0.01  -0.36
3 C 2.29 -1.60 -0.03  -0.21
4 O 2.76 -0.59 0.89  -0.09
5 N 0.10 -0.64 0.46  0.04
6 C -0.83 -0.61 1.58  -0.71
7 O -0.94 -1.65 2.21  0.00
8 O -1.35 0.54 1.75  -0.09
9 H -0.76 -2.39 -1.39  0.08
10 H 0.52 -1.43 -2.19  0.07
11 H 0.83 -3.12 -1.72  0.07
12 H 0.45 -2.67 0.60  0.14
13 H 2.79 -1.37 -0.98  0.11
14 H 2.83 -2.49 0.32  0.11
15 H 2.13 0.13 0.82  0.04
16 H -0.05 0.11 -0.20  0.12
17 H -0.68 2.96 -0.35  -0.01
18 H 0.74 3.02 -0.78  0.03
19 O 0.06 3.60 -0.40  -0.08
20 H -2.12 0.07 -2.24  0.01
21 H -2.92 1.33 -2.03  0.00
22 O -2.57 0.77 -2.72  -0.08
23 H -3.34 2.17 0.06  0.04
24 H -2.04 1.49 0.62  0.02
25 O -2.41 2.07 -0.13  -0.10
26 H 0.45 1.54 2.09  0.00
27 H 1.68 0.98 2.69  0.02
28 O 1.27 1.83 2.53  -0.07



A cluster of 4 separate species, C4H16O3 in total at a distorted geometry, computed with ωB97M-V with the def2-TZVPD basis set.

For the orbital gap, the calculation gives 11.60 eV. As for the highest occupied orbital energy: -11.0 eV. The SMILES is CCCC.O.O.O. The LUMO energy is 0.62 eV. The value obtained for the relative energy (zero: lowest compared OMol25 entry of this formula, charge and spin) is 35.0 kcal per mole.

Last column: Löwdin charge in e.
CARTESIAN COORDINATES (ANGSTROEM)
1 C 1.46 -1.46 -0.50  -0.15
2 C 2.20 -0.13 -0.62  -0.30
3 C 1.24 1.03 -0.26  -0.28
4 C 2.04 2.43 -0.09  -0.11
5 H 1.35 -1.75 0.60  0.10
6 H 2.05 -2.19 -0.97  0.04
7 H 0.51 -1.64 -0.93  0.05
8 H 2.62 0.04 -1.69  0.13
9 H 3.08 -0.24 0.17  0.14
10 H 0.93 0.67 0.81  0.12
11 H 0.40 1.15 -0.99  0.10
12 H 2.85 2.41 -0.77  0.03
13 H 2.42 2.28 0.92  0.05
14 H 1.48 3.42 0.06  0.08
15 O -2.30 0.90 0.19  -0.08
16 H -2.18 0.38 1.03  0.04
17 H -2.13 1.79 0.49  0.04
18 O -3.21 -1.77 -0.73  -0.13
19 H -3.29 -2.08 -1.72  0.11
20 H -3.10 -0.78 -0.75  0.02
21 O -2.91 -1.12 2.15  -0.04
22 H -3.06 -1.40 1.25  -0.01
23 H -2.45 -1.92 2.36  0.04



A cluster of 4 separate species, C4H16O4 in total at a distorted geometry, computed with ωB97M-V with the def2-TZVPD basis set.

For the orbital gap, the calculation gives 10.99 eV. As for the highest occupied orbital energy: -10.4 eV. The SMILES is CC[C@H](C)O.O.O.O. The LUMO energy is 0.58 eV. The value obtained for the relative energy (zero: lowest compared OMol25 entry of this formula, charge and spin) is 40.5 kcal per mole.

Last column: Löwdin charge in e.
CARTESIAN COORDINATES (ANGSTROEM)
1 C -0.62 1.73 -0.01  -0.10
2 C 0.02 0.36 -0.30  -0.22
3 C -0.16 -0.27 -1.69  -0.42
4 C -0.05 -1.78 -1.61  -0.05
5 O 0.98 0.15 -2.50  -0.08
6 H -0.23 2.61 -0.53  0.07
7 H -0.94 1.74 1.03  0.07
8 H -1.62 1.67 -0.50  0.07
9 H 1.05 0.31 0.06  0.12
10 H -0.58 -0.35 0.28  0.11
11 H -1.01 0.10 -2.26  0.14
12 H -0.89 -2.27 -1.14  0.08
13 H 0.34 -2.22 -2.58  0.09
14 H 0.79 -1.95 -0.94  0.08
15 H 1.03 1.10 -2.45  0.09
16 O 0.94 -2.21 5.87  -0.05
17 H 1.83 -2.38 5.57  0.03
18 H 0.22 -2.58 5.36  0.03
19 O 1.80 -1.53 -4.88  -0.07
20 H 1.84 -1.09 -4.03  -0.01
21 H 1.02 -1.18 -5.33  0.03
22 O -1.84 3.26 4.01  -0.05
23 H -2.15 2.59 4.60  0.03
24 H -1.75 4.20 3.97  0.03